ORCA calculation (wB97M-V/def2-TZVPD) on one molecule with the formula C4H9N at a distorted geometry.

ORCA input file:
```
! wB97M-V def2-TZVPD RIJCOSX def2/J DEFGRID3
* xyz 0 1
C 1.18 0.55 -1.93
C 0.11 -0.19 -1.16
C 0.12 -0.25 0.16
C -1.05 -0.55 1.07
N -0.92 -0.13 2.46
H 1.69 -0.12 -2.62
H 0.74 1.43 -2.39
H 1.93 0.96 -1.25
H -0.69 -0.58 -1.78
H 0.99 0.15 0.67
H -1.95 -0.13 0.62
H -1.32 -1.62 0.98
H 0.02 -0.41 2.73
H -0.85 0.89 2.43
*
```

Values from the calculation:
Electronic energy = -5783.0159 eV
Energy above the lowest of the compared OMol25 structures with the same formula, charge and spin = 18.36 kcal/mol
E_HOMO = -9.2 eV
Lowest unoccupied orbital energy = 1.18 eV
SMILES = C/C=C/CN
HOMO-LUMO gap = 10.405 eV

Formally, the Löwdin partial charges of the atoms, in units of the elementary charge, are as follows: number 1, C, carries -0.111; number 2, C, carries -0.181; number 3, C, carries -0.133; number 4, C, carries -0.308; number 5, N, carries -0.014; number 6, H, carries 0.068; number 7, H, carries 0.072; number 8, H, carries 0.065; number 9, H, carries 0.105; number 10, H, carries 0.099; number 11, H, carries 0.105; number 12, H, carries 0.110; number 13, H, carries 0.060; number 14, H, carries 0.064